(1)
C24H42Cl3N4O3PmSSi as an isolated structure in a non-equilibrium geometry. Source: OMol25; level of theory: ωB97M-V/def2-TZVPD.

Geometry (Å):
C 1.848 -1.799 -6.802
C 3.000 -2.737 -6.604
H 2.161 -0.751 -6.901
H 1.211 -1.889 -5.926
H 1.263 -2.102 -7.682
C 3.932 -2.876 -7.566
C 4.116 -1.986 -8.748
H 4.654 -3.700 -7.559
H 4.048 -0.907 -8.512
H 3.354 -2.213 -9.507
H 5.089 -2.175 -9.242
Pm 1.181 -2.404 -2.525
Cl -1.148 -1.776 -1.456
Cl 0.637 -4.889 -3.044
C 2.282 -3.845 0.073
O 2.384 -2.756 -0.570
N 3.041 -4.133 1.106
C 4.004 -3.161 1.605
C 3.047 -5.486 1.645
H 1.581 -4.653 -0.236
H 3.466 -2.265 1.920
H 4.757 -2.881 0.858
H 4.474 -3.612 2.474
H 2.009 -5.757 1.858
H 3.621 -5.472 2.572
H 3.456 -6.228 0.943
H -0.160 3.436 -2.281
H 2.752 1.792 -4.309
C 0.905 3.390 -2.009
C 2.709 2.502 -3.478
N 1.516 2.238 -2.674
H 0.965 3.327 -0.912
C 1.064 1.000 -2.498
O 1.534 -0.020 -3.073
H 3.620 2.403 -2.870
H 0.254 0.906 -1.761
H 1.404 4.297 -2.365
H 2.634 3.534 -3.838
O 2.287 -2.903 -4.279
C 2.985 -3.578 -5.328
C 5.674 -3.933 -5.483
C 4.367 -4.307 -5.059
H 5.877 -2.950 -5.916
C 6.786 -4.799 -5.364
H 2.295 -4.416 -5.563
C 4.225 -5.617 -4.592
H 7.802 -4.465 -5.646
C 6.593 -6.109 -4.902
C 5.304 -6.513 -4.524
H 3.227 -5.918 -4.275
H 7.427 -6.821 -4.867
H 5.126 -7.538 -4.198
Si 5.912 -1.387 -3.113
Cl 5.275 -0.810 -4.930
C 7.716 -1.619 -3.288
C 5.405 -3.088 -2.398
C 4.767 -0.278 -2.134
H 7.990 -2.549 -2.759
H 8.166 -0.718 -2.868
H 7.929 -1.742 -4.342
H 5.416 0.494 -1.659
H 4.242 -0.871 -1.365
H 3.991 0.184 -2.747
H 5.933 -3.945 -2.846
H 4.321 -3.241 -2.458
H 5.719 -3.108 -1.348
C -1.747 3.101 2.008
N -2.136 1.708 1.892
C -3.406 1.200 2.062
C -3.337 -0.143 1.793
N -2.025 -0.404 1.446
C -1.256 0.740 1.459
S 0.331 1.022 1.004
H -0.920 3.193 2.723
H -1.403 3.484 1.039
H -2.611 3.673 2.354
H -4.214 1.834 2.352
H -4.080 -0.907 1.836
H -1.664 -1.288 1.076

**Relative energy (zero: lowest compared OMol25 entry of this formula, charge and spin)**: 123.6 kJ/mol
**Multiplicity**: 5
**Frontier orbital gap (alpha / beta)**: 7.90 / 7.91 eV

Atomic partial charges in e from the Löwdin method, atoms 1 to 5: -0.045 -0.259 0.083 0.057 0.090

(2)
C24H42CoO2P2 as an isolated structure in a non-equilibrium geometry. Source: OMol25; level of theory: ωB97M-V/def2-TZVPD.

Geometry (Å):
Co 0.749 -0.764 2.519
C -1.080 -1.079 3.395
C -0.695 -2.204 2.563
C 0.937 -1.928 4.193
C -0.091 -0.952 4.443
C 0.604 -2.673 3.002
C -2.299 -0.225 3.248
H -2.500 0.006 2.210
H -2.177 0.717 3.801
H -3.196 -0.729 3.643
C -0.108 -0.019 5.597
H -1.120 0.389 5.722
H 0.554 0.852 5.489
H 0.185 -0.517 6.528
C 2.180 -2.043 5.006
H 1.906 -2.217 6.049
H 2.744 -1.119 4.917
H 2.839 -2.855 4.675
C 1.451 -3.733 2.393
H 1.617 -4.528 3.126
H 2.439 -3.345 2.141
H 1.005 -4.191 1.507
C -1.420 -2.721 1.378
H -1.140 -3.755 1.200
H -1.123 -2.141 0.498
H -2.501 -2.643 1.537
C -1.095 3.322 -0.427
C -2.157 2.621 0.026
C -2.356 1.114 -0.196
C -2.441 0.648 -1.637
C -1.155 -0.015 -2.198
C 0.239 0.013 -1.592
C 0.536 1.392 -0.871
C -0.205 2.642 -1.413
H -3.302 0.812 0.275
H -2.809 1.409 -2.365
H -1.546 0.569 0.304
H -0.885 2.274 -2.243
H -0.859 4.372 -0.161
H -2.827 3.070 0.776
H 0.547 3.342 -1.812
H 0.283 1.255 0.192
H 0.396 -0.803 -0.875
H 1.626 1.610 -0.890
H -3.245 -0.125 -1.732
H -1.423 -1.019 -2.602
P -0.673 1.280 -3.852
C -0.986 3.005 -4.485
C -1.628 0.375 -5.096
P 1.670 -0.230 -2.767
C 1.157 1.049 -4.024
C 1.413 -1.767 -3.731
C 3.252 -0.205 -1.928
H -0.063 3.618 -4.417
H -1.802 3.511 -3.939
H -1.271 2.830 -5.525
H -1.437 0.921 -6.025
H -2.703 0.393 -4.840
H -1.277 -0.663 -5.173
H 4.059 0.146 -2.552
H 3.544 -1.225 -1.637
H 3.230 0.371 -1.009
H 1.697 2.007 -3.936
H 1.272 0.761 -5.094
H 1.985 -2.554 -3.246
H 1.776 -1.680 -4.760
H 0.352 -2.053 -3.738
O 2.597 1.312 3.838
C 2.349 1.525 2.634
O 1.635 0.773 1.857
H 2.771 2.414 2.105

**Relative energy (zero: lowest compared OMol25 entry of this formula, charge and spin)**: 85.1 kJ/mol
**Net charge**: +1
**Multiplicity**: 5
**Frontier orbital gap (alpha / beta)**: 5.62 / 8.30 eV

Atomic partial charges in e from the Löwdin method, atoms 1 to 5: 0.724 -0.252 -0.263 -0.260 -0.236

(3)
A 4-piece molecular cluster, C24H42I2NO16P3S overall in a non-equilibrium geometry. Source: OMol25; level of theory: ωB97M-V/def2-TZVPD.

Geometry (Å):
C 2.723 -1.524 1.136
S 2.007 -0.543 -0.244
O 0.694 -1.147 -0.558
O 2.852 -0.712 -1.435
C 1.691 1.181 0.234
C 0.328 1.466 0.711
C -0.114 2.771 1.177
C -1.572 3.002 1.716
C -2.620 1.986 1.113
C -2.908 0.732 2.055
I -4.949 0.758 2.803
C 0.896 3.849 1.136
C 2.276 3.595 0.657
C 2.700 2.266 0.199
C 4.141 1.939 -0.275
N 4.830 1.257 0.882
C 3.267 4.812 0.703
O 4.108 5.034 -0.127
C 3.042 5.776 1.922
C 1.779 6.008 2.363
I 1.276 7.246 4.036
C 0.576 5.306 1.631
O -0.470 5.866 1.445
H 3.194 -0.829 1.885
H 1.916 -2.070 1.696
H 3.449 -2.295 0.774
H -0.406 0.620 0.751
H -1.497 2.875 2.837
H -1.946 4.034 1.524
H -2.309 1.675 0.081
H -3.596 2.539 1.010
H -2.681 -0.186 1.450
H -2.188 0.817 2.916
H 4.169 1.279 -1.189
H 4.766 2.831 -0.516
H 4.109 0.944 1.534
H 5.386 0.474 0.542
H 3.903 6.260 2.452
C 2.725 -6.232 3.702
O 4.043 -5.820 4.075
P 4.122 -4.426 5.042
O 3.642 -3.483 3.966
O 5.749 -4.532 5.060
C 6.458 -4.598 3.830
O 4.184 -3.223 6.233
C 4.673 -3.626 7.521
H 2.767 -7.274 3.386
H 2.038 -6.147 4.545
H 2.368 -5.625 2.870
H 5.918 -4.104 3.020
H 6.635 -5.643 3.568
H 7.421 -4.107 3.963
H 5.752 -3.774 7.486
H 4.181 -4.544 7.849
H 4.450 -2.833 8.235
C -8.591 -3.298 -2.097
O -8.560 -1.885 -2.313
P -7.246 -1.073 -1.606
O -7.692 -1.298 -0.182
O -7.801 0.350 -2.176
C -9.131 0.748 -1.874
O -5.783 -0.343 -1.159
C -4.967 0.139 -2.239
H -9.250 -3.745 -2.841
H -7.595 -3.730 -2.204
H -8.983 -3.512 -1.102
H -9.481 0.324 -0.932
H -9.796 0.440 -2.684
H -9.154 1.836 -1.802
H -5.400 1.045 -2.663
H -4.864 -0.623 -3.013
H -3.979 0.373 -1.843
C 0.606 -1.239 -7.130
O 0.979 0.050 -6.637
P 0.081 0.602 -5.304
O -1.212 0.766 -6.066
O 0.941 1.988 -5.284
C 1.021 2.774 -6.465
O -0.611 0.988 -3.808
C 0.286 1.031 -2.685
H 1.427 -1.625 -7.735
H 0.419 -1.930 -6.308
H -0.284 -1.154 -7.754
H 0.146 2.643 -7.103
H 1.922 2.506 -7.019
H 1.092 3.822 -6.174
H 0.907 1.927 -2.733
H 0.913 0.142 -2.666
H -0.307 1.063 -1.774

**Frontier orbital gap**: 6.84 eV
**Structure (SMILES)**: CS(=O)(=O)c1cc(CCCI)c2c(c1CN)C(=O)C=C(I)C2=O.COP(=O)(OC)OC.COP(=O)(OC)OC.COP(=O)(OC)OC

Atomic partial charges in e from the Löwdin method, atoms 1 to 5: -0.128 0.684 -0.362 -0.347 -0.196